{"formula": "C6H9N", "method": "the ωB97M-V functional and the def2-TZVPD basis", "elements": ["H", "C", "C", "H", "H", "C", "H", "C", "H", "C", "H", "H", "N", "C", "H", "H"], "positions_angstrom": [[-1.20629, 1.10470, -1.22184], [0.61458, 0.18893, 1.38265], [-0.75120, 0.58575, -0.38346], [-1.31675, -1.51610, -2.09348], [-1.52151, -2.22983, -0.50594], [0.00539, 1.27286, 0.61488], [-0.10162, -2.67699, -1.50572], [0.34367, 2.57622, 0.84718], [0.02743, 3.32146, 0.12313], [-0.76355, -1.85641, -1.20932], [0.95281, -1.81463, 0.99683], [1.01605, -0.50598, -1.13684], [0.54533, -0.92933, 0.73432], [0.01113, -0.66292, -0.63616], [1.17150, 0.26553, 2.31637], [0.97305, 2.87674, 1.67740]], "de_lowest_kcal_mol": 80.2, "energy_ev": -7854.6797, "e_homo_ev": [-5.943, -6.077]}


{"formula": "C6H9N", "method": "the ωB97M-V functional and the def2-TZVPD basis", "elements": ["C", "H", "H", "C", "C", "H", "H", "C", "N", "H", "H", "H", "C", "H", "H", "C"], "positions_angstrom": [[0.06482, -0.55995, 1.00413], [-0.12330, 0.32250, 2.96273], [0.57835, 1.46794, 0.69855], [-0.29738, -1.52338, 0.09477], [0.08216, 1.52931, -2.02442], [1.25275, -0.78326, 2.81232], [-0.90183, 2.00846, -2.10912], [0.04803, 0.39563, -1.04817], [0.27895, 0.59624, 0.29169], [-0.55891, -1.39560, -2.13770], [-0.39758, -1.41913, 2.89771], [0.36777, 1.17857, -3.02067], [0.21723, -0.60941, 2.49352], [0.80276, 2.29783, -1.71982], [-0.53399, -2.55308, 0.33219], [-0.30261, -0.92260, -1.19800]], "de_lowest_kcal_mol": 0.8, "smiles": "Cc1ccc(C)[nH]1", "energy_ev": -7858.1269, "e_homo_ev": -7.667}


{"formula": "C6H9N", "method": "the ωB97M-V functional and the def2-TZVPD basis", "elements": ["H", "C", "C", "C", "H", "H", "H", "H", "C", "N", "H", "C", "H", "H", "C", "H"], "positions_angstrom": [[-1.89723, 0.81964, -1.48589], [1.49516, 0.97826, -0.40942], [0.86372, -0.30329, -0.12417], [-2.66118, -0.18660, 0.34411], [0.87636, -2.28815, 0.63523], [2.14492, 1.17699, 0.50077], [2.03423, 0.82464, -1.33883], [0.64691, 1.69334, -0.67068], [1.58991, -1.43306, 0.47511], [-1.64542, -1.00406, 0.53849], [1.99996, -0.91891, 1.45978], [-1.75455, 0.92890, -0.40151], [-1.78614, 1.99795, -0.17875], [2.54262, -1.80580, -0.01018], [-0.74959, -0.12581, 0.00799], [-3.69968, -0.35403, 0.65794]], "de_lowest_kcal_mol": 107.4, "energy_ev": -7853.5013, "e_homo_ev": [-7.471, -7.469]}


{"formula": "C6H9N", "method": "the ωB97M-V functional and the def2-TZVPD basis", "elements": ["C", "C", "H", "H", "H", "C", "H", "H", "C", "H", "C", "N", "H", "C", "H", "H"], "positions_angstrom": [[-2.61175, 0.16242, -0.15981], [-0.45791, -0.88141, -0.71053], [3.51214, 0.57784, 1.13712], [2.40084, 1.51391, 0.09025], [3.61345, 0.42979, -0.60399], [2.02430, -0.65590, 0.19630], [-1.89724, 0.58880, 1.91955], [-0.81583, -1.32847, -1.63732], [2.90342, 0.54253, 0.22723], [-3.58539, -0.21813, 0.14008], [0.90630, -0.83798, -0.44669], [-1.47166, -0.64626, 0.21405], [-2.58377, 0.65662, -1.13070], [-1.63324, 0.63204, 0.86588], [0.65387, -1.97346, -0.68472], [-0.95753, 1.43766, 0.58330]], "de_lowest_kcal_mol": 152.7, "energy_ev": -7851.5401, "e_homo_ev": [-6.985, -6.984]}


{"formula": "C6H9N", "method": "the ωB97M-V functional and the def2-TZVPD basis", "elements": ["H", "H", "C", "H", "H", "H", "C", "H", "H", "C", "N", "C", "C", "H", "H", "C"], "positions_angstrom": [[-0.96622, 2.11653, 0.36002], [-3.21752, -0.27137, 0.33492], [-1.06524, -0.10565, 0.11575], [1.38079, 1.68513, 1.11709], [-2.53032, -1.30169, -0.93150], [3.18520, 0.33827, 0.13973], [2.35655, -0.22354, -0.30337], [-2.66294, 0.43975, -1.18366], [2.70225, -1.15015, -0.76413], [1.14301, -0.32694, 0.58104], [0.72870, 0.95426, 0.87685], [0.00562, -1.03284, 0.22193], [-0.56416, 1.12348, 0.49424], [1.93700, 0.41941, -1.09959], [-0.02319, -2.08373, -0.05616], [-2.44058, -0.33022, -0.43487]], "de_lowest_kcal_mol": 29.9, "smiles": "Cc1c[nH]c(C)c1", "energy_ev": -7856.8638, "e_homo_ev": -7.643}


{"formula": "C6H9N", "method": "the ωB97M-V functional and the def2-TZVPD basis", "elements": ["H", "C", "C", "C", "H", "C", "H", "H", "H", "H", "C", "H", "H", "N", "H", "C"], "positions_angstrom": [[1.82795, -0.83307, 3.39047], [-0.30180, -0.66387, 2.63735], [0.38024, 0.09701, 1.83084], [-1.25904, 0.93776, -0.57722], [-1.12423, -1.25883, 2.79552], [0.97941, -0.05920, 3.08275], [0.39911, 0.60094, 0.87596], [1.49471, 0.18143, -1.12095], [1.03163, -0.85210, -2.25903], [1.13562, 0.68432, 4.01195], [-0.57477, 0.20662, -1.44658], [0.81862, -1.40154, -0.71397], [-1.15058, 0.39984, -2.38814], [-2.19263, 1.54392, 0.15925], [-2.27688, 2.60139, 0.23350], [0.68112, -0.54153, -1.31068]], "de_lowest_kcal_mol": 146.7, "smiles": "C1=CC1.CC=C=N", "energy_ev": -7851.8000, "e_homo_ev": -8.775}


{"formula": "C6H9N", "method": "the ωB97M-V functional and the def2-TZVPD basis", "elements": ["C", "C", "H", "N", "H", "H", "C", "H", "H", "H", "C", "H", "H", "C", "H", "C"], "positions_angstrom": [[-1.34971, 0.98036, -0.14134], [-1.19424, -0.39342, 0.60498], [-2.35414, 1.39664, -0.02805], [1.07066, -0.23832, -0.09275], [-0.60633, 1.76052, 0.06481], [2.30465, 1.25337, 0.32662], [-1.27333, 0.12959, -1.39151], [2.84056, -0.24537, 1.12013], [3.07171, 0.01063, -0.65311], [-1.78835, -0.56797, 1.50940], [-1.49345, -1.01437, -0.73877], [0.64832, -0.96027, 1.81416], [-1.53879, -2.06040, -1.01661], [2.40897, 0.16953, 0.19911], [-1.03764, 0.37782, -2.42035], [0.29567, -0.59875, 0.83632]], "de_lowest_kcal_mol": 72.1, "smiles": "C/N=C/[C@@H]1C=CC1", "energy_ev": -7855.0335, "e_homo_ev": -8.834}


{"formula": "C6H9N", "method": "the ωB97M-V functional and the def2-TZVPD basis", "elements": ["H", "H", "C", "H", "C", "H", "C", "H", "C", "C", "H", "H", "H", "N", "H", "C"], "positions_angstrom": [[-0.94926, 1.52986, -1.73167], [1.10407, -1.77853, 0.23885], [-0.75027, -0.55834, 0.64285], [0.96939, -0.35298, 2.10192], [0.00125, 0.01153, -0.53571], [0.86968, 1.96374, 0.33746], [0.82047, 0.88459, 0.48304], [0.30936, 0.61459, -2.57872], [-0.50282, 0.53479, -1.84661], [0.16308, -1.42711, -0.17594], [-1.26871, -0.12609, -2.26596], [-0.36963, 0.97868, 2.40270], [-0.34927, -2.12917, -0.82870], [1.72245, 0.28164, 1.35896], [-1.80919, -0.76075, 0.76453], [0.03940, 0.33354, 1.63300]], "de_lowest_kcal_mol": 133.8, "energy_ev": -7852.3553, "e_homo_ev": -8.448}


{"formula": "C6H9N", "method": "the ωB97M-V functional and the def2-TZVPD basis", "elements": ["H", "H", "C", "H", "H", "H", "C", "C", "C", "C", "H", "H", "H", "H", "C", "N"], "positions_angstrom": [[-0.76156, 1.82749, -1.01950], [0.10413, 2.25759, 0.53964], [-1.06441, 0.35830, 0.53464], [-0.49848, -0.51141, -1.95526], [0.30672, 0.03623, 2.32593], [2.25147, -0.60900, 0.34053], [-0.33630, 1.47397, -0.08703], [-2.06915, -0.48816, 0.52408], [0.44110, -0.66696, -1.42278], [0.50782, 0.23255, -0.22636], [-3.03030, 0.01831, 0.34134], [0.27672, -1.48923, 1.28859], [1.30347, -0.41628, -2.04801], [0.49824, -1.72646, -1.13841], [0.45113, -0.41918, 1.34573], [1.61940, 0.12222, 0.65687]], "de_lowest_kcal_mol": 152.6, "energy_ev": -7851.5402, "e_homo_ev": -7.445}


{"formula": "C6H9N", "method": "the ωB97M-V functional and the def2-TZVPD basis", "elements": ["C", "H", "H", "C", "H", "H", "H", "C", "H", "N", "H", "H", "C", "C", "C", "H"], "positions_angstrom": [[0.94323, 0.44967, -0.17599], [-1.98273, -0.00884, 0.03654], [-1.17495, -1.54176, -0.17382], [0.30512, 1.66434, 0.34181], [1.67796, -1.55022, 0.18468], [0.26482, -0.48512, -1.96059], [0.50086, -0.99309, 1.39230], [1.33557, -0.68357, 0.75864], [2.15563, -0.36792, 1.41063], [-1.12147, 1.59120, 2.47464], [-2.11765, -0.86459, -1.47246], [-0.48384, 1.03465, -1.66592], [-0.46332, 1.53828, 1.50700], [-1.42885, -0.61334, -0.66859], [-0.20426, 0.09871, -1.18224], [1.79387, 0.73161, -0.80664]], "de_lowest_kcal_mol": 91.0, "energy_ev": -7854.2130, "e_homo_ev": [-9.143, -9.142]}


{"formula": "C6H9N", "method": "the ωB97M-V functional and the def2-TZVPD basis", "elements": ["H", "C", "H", "H", "N", "H", "C", "H", "H", "C", "C", "C", "H", "H", "H", "C"], "positions_angstrom": [[0.63298, 1.49429, 1.29822], [-0.02499, 0.13251, -0.37832], [1.83581, 0.88095, -1.33904], [1.13053, -0.82679, 1.80618], [-0.88291, -0.00709, 1.61237], [1.48900, -0.88465, -1.66389], [-0.24573, 1.06920, 0.80897], [-0.24612, -1.88411, 2.42414], [-1.54671, -1.48986, 0.25430], [-0.65204, -0.94933, 0.47793], [-0.30538, 0.43799, -1.81134], [0.07574, -1.09116, 1.75458], [-0.97892, 1.85436, 0.59874], [-0.51892, 1.47215, -2.07028], [-0.85595, -0.29344, -2.39925], [1.09360, 0.08497, -1.37329]], "de_lowest_kcal_mol": 73.8, "smiles": "C1[C@H]2N1CC21CC1", "energy_ev": -7854.9580, "e_homo_ev": -8.936}


{"formula": "C6H9N", "method": "the ωB97M-V functional and the def2-TZVPD basis", "elements": ["N", "H", "C", "H", "H", "C", "H", "H", "H", "C", "H", "C", "C", "H", "C", "H"], "positions_angstrom": [[0.99446, 2.15545, -1.51642], [1.99559, 0.91512, -0.04478], [-0.78835, -2.47019, 1.94127], [0.74442, 3.14080, -1.52202], [-0.89346, -3.52778, 1.68007], [-0.28027, -0.03501, -1.35832], [1.19443, 2.40954, 0.66820], [-1.66586, -2.17939, 2.52987], [-0.91866, 1.88556, -0.48220], [-0.50104, -0.96107, -0.24211], [0.09558, -2.36365, 2.57686], [1.23544, 1.68952, -0.14792], [-0.63787, -1.64516, 0.74152], [0.59326, -0.33747, -1.94565], [-0.02876, 1.36875, -0.83845], [-1.13894, -0.04502, -2.03991]], "de_lowest_kcal_mol": 65.3, "smiles": "CC#CC[C@H]1CN1", "energy_ev": -7855.3283, "e_homo_ev": -9.389}